C48H114N6O10 | ωB97M-V/def2-TZVPD

For the LUMO energy, the calculation gives 0.4 eV. Its SMILES is CC1(C)CCCC(C)(C)N1O.CC1(C)CCCC(C)(C)N1O.CC1(C)CCCC(C)(C)N1O.CC1(C)CCCC(C)(C)N1O.COC[C@H](C)N.COC[C@H](C)N.CO.CO.CO.CO. As for the HOMO-LUMO gap: 8.56 eV. The HOMO energy is -8.12 eV. The calculation puts the relative energy (zero: lowest compared OMol25 entry of this formula, charge and spin) at 801.30 kJ/mol. Its multiplicity is 1.

Structure (XYZ):
```
178
C48H114N6O10 ωB97M-V/def2-TZVPD
C 2.345 -12.612 0.554
C 1.288 -11.693 -0.081
C 1.839 -11.498 -1.487
C 0.843 -10.801 -2.461
C -0.389 -11.669 -2.521
C -1.069 -11.993 -1.156
N 0.020 -12.455 -0.183
O -0.462 -12.566 1.067
C -1.984 -10.879 -0.638
C -1.954 -13.323 -1.417
C 1.175 -10.366 0.722
H 1.912 -12.942 1.499
H 3.236 -12.020 0.764
H 2.589 -13.529 0.017
H 2.729 -10.879 -1.371
H 2.154 -12.499 -1.780
H 1.273 -10.723 -3.459
H 0.657 -9.768 -2.167
H -0.111 -12.539 -3.117
H -1.174 -11.165 -3.085
H -2.421 -11.226 0.298
H -1.347 -10.008 -0.483
H -2.706 -10.724 -1.440
H -2.733 -13.247 -2.176
H -1.386 -14.106 -1.918
H -2.420 -13.561 -0.460
H 2.011 -10.080 1.361
H 0.345 -10.460 1.423
H 0.825 -9.521 0.130
H -0.543 -13.516 1.178
C 1.540 1.874 0.533
C 1.382 1.658 2.141
C -0.082 1.971 2.596
C -1.121 0.889 2.226
C -0.506 -0.457 2.702
C 0.930 -0.890 2.174
N 1.768 0.320 2.439
O 3.127 0.158 2.225
C 1.414 -2.024 3.059
C 0.777 -1.414 0.682
C 2.112 2.713 2.950
H 2.134 2.752 0.281
H 0.579 2.025 0.041
H 1.964 1.065 -0.063
H -0.238 1.998 3.675
H -0.229 2.970 2.186
H -1.392 0.912 1.170
H -2.121 1.021 2.639
H -1.222 -1.052 2.134
H -0.601 -0.748 3.748
H 2.248 -2.556 2.603
H 1.609 -1.838 4.115
H 0.627 -2.779 3.032
H 0.091 -2.261 0.656
H 0.367 -0.650 0.022
H 1.741 -1.597 0.209
H 1.809 2.852 3.987
H 2.036 3.648 2.395
H 3.185 2.555 3.067
H 3.332 -0.066 1.314
C -8.479 9.832 3.480
C -7.210 9.618 4.397
C -6.533 8.255 4.016
C -5.795 8.358 2.725
C -4.607 9.377 2.900
C -5.168 10.807 3.242
N -6.189 10.746 4.335
O -6.678 11.973 4.842
C -3.964 11.683 3.798
C -5.640 11.546 1.982
C -7.643 9.433 5.905
H -9.287 9.173 3.796
H -8.352 9.638 2.415
H -8.881 10.845 3.489
H -5.991 7.900 4.892
H -7.356 7.588 3.760
H -6.459 8.544 1.881
H -5.408 7.395 2.389
H -4.151 9.342 1.910
H -4.013 8.989 3.727
H -4.357 12.698 3.740
H -3.731 11.304 4.793
H -3.173 11.703 3.049
H -6.161 10.878 1.297
H -6.244 12.435 2.166
H -4.799 11.961 1.426
H -8.240 10.322 6.108
H -6.761 9.314 6.535
H -8.165 8.511 6.159
H -6.385 11.983 5.757
C -0.242 -0.160 -8.606
C -1.380 0.928 -8.497
C -0.694 2.355 -8.457
C -1.683 3.479 -8.920
C -2.123 3.177 -10.374
C -2.871 1.809 -10.408
N -2.117 0.757 -9.739
O -2.791 -0.546 -9.775
C -4.326 2.003 -9.870
C -2.938 1.355 -11.879
C -2.334 0.830 -7.251
H -0.608 -1.177 -8.469
H 0.476 0.046 -7.813
H 0.182 -0.274 -9.604
H -0.323 2.515 -7.445
H 0.243 2.414 -9.010
H -1.136 4.352 -9.277
H -2.412 3.703 -8.140
H -1.338 3.172 -11.129
H -2.870 3.952 -10.550
H -4.940 1.139 -9.613
H -4.232 2.586 -8.954
H -5.004 2.455 -10.595
H -3.798 0.695 -11.994
H -3.193 2.164 -12.564
H -2.071 0.826 -12.275
H -1.744 1.124 -6.383
H -2.585 -0.211 -7.048
H -3.266 1.382 -7.372
H -2.164 -1.109 -10.235
C -0.932 0.066 10.358
O -0.841 -0.131 11.681
H -1.766 0.713 10.084
H -0.038 0.597 10.032
H -0.915 -0.823 9.729
H -0.757 -1.051 11.943
C 5.516 11.619 3.474
O 5.057 12.871 4.056
H 6.539 11.572 3.848
H 4.874 10.767 3.696
H 5.639 11.738 2.397
H 4.391 13.308 3.520
C 9.300 6.557 0.676
O 10.328 6.081 -0.194
H 9.074 7.618 0.569
H 8.411 5.927 0.640
H 9.592 6.377 1.711
H 9.883 6.043 -1.044
C 6.909 -4.225 -0.886
O 7.181 -2.797 -0.895
H 5.851 -4.457 -1.004
H 7.156 -4.678 -1.846
H 7.418 -4.671 -0.031
H 7.888 -2.677 -0.257
C -5.748 -6.338 5.497
C -5.522 -6.209 7.008
C -4.609 -7.307 7.563
O -5.230 -8.595 7.451
C -4.426 -9.754 7.821
N -5.288 -4.842 7.482
H -5.709 -7.347 5.085
H -4.768 -5.997 5.163
H -6.648 -5.875 5.093
H -6.528 -6.298 7.420
H -4.556 -7.175 8.644
H -3.544 -7.349 7.337
H -3.480 -9.838 7.287
H -5.067 -10.576 7.502
H -4.304 -10.042 8.865
H -5.525 -4.926 8.460
H -6.037 -4.272 7.115
C 11.879 -0.225 -4.467
C 11.625 1.263 -4.082
C 10.094 1.709 -4.417
O 9.686 3.090 -4.254
C 8.347 3.365 -4.477
N 11.971 1.472 -2.663
H 11.102 -0.869 -4.056
H 12.905 -0.531 -4.263
H 11.783 -0.409 -5.537
H 12.320 1.998 -4.487
H 9.474 1.038 -3.823
H 9.985 1.491 -5.479
H 7.786 2.934 -5.306
H 8.307 4.448 -4.595
H 7.758 3.041 -3.619
H 11.576 2.305 -2.252
H 12.937 1.706 -2.485
```

---

C48H115F12N11O21PtS4 | ωB97M-V/def2-TZVPD

For the LUMO energy (spin up / spin down), the calculation gives -0.5 / -1.4 eV. As for the HOMO-LUMO gap (spin up / spin down): 8.13 / 7.17 eV. The HOMO energy (spin up / spin down) is -8.58 / -8.58 eV. As for the expectation value of S²: 2.00. Its multiplicity is 3.

Structure (XYZ):
```
212
C48H115F12N11O21PtS4 ωB97M-V/def2-TZVPD
Pt 20.944 18.957 19.178
C 16.897 18.758 20.142
F 16.054 18.903 21.183
F 17.239 17.488 20.170
F 16.300 19.082 18.999
S 18.415 19.878 20.558
O 17.851 20.986 21.285
O 19.351 18.994 21.263
N 19.238 20.119 19.030
S 18.596 21.399 18.475
O 17.157 21.600 18.779
O 19.503 22.480 18.855
C 18.737 21.265 16.512
F 19.897 20.617 16.181
F 17.732 20.490 16.104
F 18.656 22.479 15.947
C 21.932 14.931 18.948
F 21.359 15.125 17.715
F 21.935 13.600 19.289
F 23.195 15.335 18.892
S 20.884 15.929 20.272
O 19.656 16.271 19.595
O 20.806 15.082 21.465
N 21.759 17.462 20.413
S 22.860 17.097 21.435
O 23.418 15.721 21.560
O 23.892 18.077 21.223
C 22.055 17.601 23.143
F 22.999 17.400 24.080
F 21.782 18.893 23.157
F 20.946 16.944 23.321
C 13.836 20.501 17.783
C 12.581 19.603 17.974
C 12.712 18.678 19.232
O 11.690 17.737 19.258
C 11.864 16.707 20.228
N 11.355 20.428 17.905
H 13.674 21.408 17.201
H 14.649 19.947 17.313
H 14.227 20.802 18.755
H 12.489 18.984 17.082
H 12.674 19.335 20.102
H 13.678 18.175 19.179
H 11.841 17.235 21.181
H 12.816 16.179 20.187
H 11.055 15.977 20.192
H 11.382 20.961 18.763
H 10.547 19.834 18.030
C 18.929 16.858 25.943
C 18.130 17.198 24.694
C 16.594 17.015 24.978
O 15.922 17.472 23.749
C 14.608 16.935 23.584
N 18.369 18.597 24.217
H 18.903 15.770 26.015
H 18.690 17.336 26.892
H 19.953 17.093 25.653
H 18.271 16.508 23.862
H 16.274 17.496 25.903
H 16.465 15.949 25.166
H 14.158 17.291 22.657
H 13.936 17.091 24.428
H 14.643 15.847 23.532
H 19.301 18.619 23.829
H 17.830 18.716 23.371
C 21.614 23.411 16.168
C 22.264 22.517 15.085
C 22.953 23.200 13.837
O 21.863 23.599 13.018
C 22.244 24.456 11.948
N 23.216 21.676 15.820
H 21.181 22.834 16.985
H 20.788 23.980 15.742
H 22.432 24.050 16.503
H 21.497 21.902 14.616
H 23.604 22.478 13.344
H 23.511 24.073 14.175
H 22.856 25.283 12.309
H 21.298 24.847 11.572
H 22.852 23.970 11.185
H 23.589 20.976 15.194
H 24.007 22.289 15.953
C 18.838 25.229 13.115
C 18.231 24.032 12.400
C 18.226 24.118 10.867
O 17.289 25.097 10.409
C 17.365 25.568 9.079
N 19.118 22.933 12.780
H 18.127 26.046 12.990
H 19.757 25.624 12.684
H 18.932 25.039 14.184
H 17.217 23.821 12.738
H 18.003 23.139 10.443
H 19.214 24.459 10.557
H 17.384 24.741 8.368
H 18.268 26.173 8.993
H 16.430 26.113 8.953
H 18.919 22.665 13.733
H 20.065 23.281 12.833
C 19.168 23.971 22.508
C 19.827 24.405 23.807
C 20.754 23.371 24.385
O 20.102 22.166 24.630
C 20.971 21.296 25.277
N 20.561 25.677 23.583
H 18.532 23.089 22.587
H 19.939 23.847 21.748
H 18.503 24.770 22.176
H 18.997 24.680 24.458
H 21.145 23.722 25.340
H 21.570 23.256 23.672
H 21.230 21.683 26.262
H 21.869 21.149 24.677
H 20.606 20.274 25.382
H 20.031 26.440 23.186
H 21.364 25.481 23.003
C 19.072 25.544 18.118
O 18.714 26.887 17.967
C 18.906 27.318 16.609
C 18.459 28.819 16.605
N 19.101 29.739 15.645
C 18.838 29.455 14.238
C 19.690 30.355 13.211
O 21.072 30.003 13.268
C 21.391 28.856 12.476
H 20.146 25.376 18.207
H 18.620 24.906 17.359
H 18.699 25.131 19.055
H 18.333 26.761 15.868
H 19.946 27.211 16.302
H 18.582 29.284 17.584
H 17.378 28.798 16.463
H 20.079 29.934 15.802
H 17.781 29.632 14.041
H 19.042 28.414 13.990
H 19.612 31.356 13.635
H 19.261 30.367 12.209
H 20.941 28.944 11.487
H 21.181 27.916 12.985
H 22.477 28.798 12.393
C 11.273 12.677 21.331
O 12.583 12.618 22.022
C 12.541 11.943 23.285
C 13.923 11.938 24.027
N 14.863 11.473 23.052
C 16.238 11.547 23.592
C 16.766 13.010 23.673
O 16.944 13.529 22.302
C 17.557 14.792 22.180
H 10.958 11.641 21.211
H 11.364 13.171 20.364
H 10.560 13.205 21.964
H 12.271 10.916 23.043
H 11.651 12.210 23.854
H 14.048 11.376 24.953
H 14.049 12.987 24.297
H 14.849 12.067 22.236
H 16.898 10.884 23.033
H 16.285 11.160 24.609
H 17.707 13.030 24.222
H 16.040 13.651 24.174
H 17.860 15.066 21.169
H 18.423 14.688 22.833
H 16.879 15.549 22.575
C 19.127 17.412 17.014
O 20.439 17.927 17.360
C 21.373 17.955 16.332
C 22.752 18.391 16.847
N 22.459 19.600 17.664
C 23.561 19.945 18.538
C 23.182 21.012 19.610
O 21.991 20.537 20.290
C 21.609 21.495 21.270
H 19.247 16.339 16.864
H 18.801 17.906 16.099
H 18.243 17.700 17.584
H 21.003 18.577 15.518
H 21.510 17.059 15.727
H 23.502 18.749 16.142
H 23.109 17.595 17.501
H 22.576 20.329 16.975
H 24.295 20.299 17.814
H 23.911 18.997 18.948
H 22.970 21.964 19.122
H 24.015 21.103 20.307
H 20.652 21.199 21.700
H 21.432 22.467 20.809
H 22.274 21.576 22.130
C 15.653 26.736 21.775
O 14.828 25.741 21.125
C 14.422 24.583 21.870
C 13.926 23.442 21.017
N 13.367 22.352 21.716
C 14.385 21.613 22.374
C 13.808 20.323 22.960
O 12.947 20.666 23.994
C 12.146 19.604 24.494
H 15.907 27.541 21.086
H 16.577 26.250 22.089
H 15.076 27.193 22.580
H 13.717 24.895 22.641
H 15.366 24.351 22.363
H 14.681 23.141 20.291
H 13.142 23.818 20.360
H 12.853 22.719 22.504
H 14.755 22.192 23.220
H 15.162 21.449 21.627
H 14.580 19.668 23.365
H 13.304 19.804 22.145
H 11.428 20.004 25.210
H 12.792 18.901 25.019
H 11.646 18.988 23.747
```

---

What is the multiplicity in the first record?
1